# 1
{"formula": "C5H6BrN4O2", "method": "the ωB97M-V functional and the def2-TZVPD basis", "symbols": ["C", "C", "C", "C", "C", "N", "N", "N", "N", "O", "O", "Br", "H", "H", "H", "H", "H", "H"], "xyz": [[-1.360, -0.319, -1.010], [-0.858, -0.999, 0.124], [0.259, -1.534, 0.535], [-0.438, 0.570, -1.637], [1.323, -2.199, 0.808], [0.360, 1.400, -1.011], [-2.662, -0.412, -1.291], [-0.468, 0.842, -3.117], [0.661, 1.474, 0.202], [-1.449, 0.357, -3.666], [0.347, 1.577, -3.491], [-2.294, -1.534, 1.576], [1.553, -3.316, 0.524], [2.059, -1.918, 1.685], [-3.013, -1.220, -0.719], [-2.925, 0.121, -2.116], [0.274, 0.930, 0.945], [1.033, 2.377, 0.503]], "atomic_forces_ev_per_a": [[-1.29, 0.71, -0.39], [-1.72, -1.65, 3.30], [0.41, -0.21, -1.66], [1.18, 0.85, 0.22], [2.47, -2.09, 2.55], [-0.84, -0.86, -2.02], [3.32, -0.96, 1.25], [-2.53, -0.87, 2.89], [0.55, 1.53, 1.51], [0.38, 0.03, -0.70], [1.77, 1.23, -2.15], [0.91, 0.51, -1.43], [-0.89, 2.35, 0.03], [-1.44, 0.03, -2.04], [-1.16, 1.25, -1.20], [-0.87, -0.72, -0.12], [-0.48, -0.72, 0.31], [0.24, -0.42, -0.36]], "multiplicity": 1, "smiles": "C=C=C(Br)C(=[NH2+])/C(=N\\N)[N+](=O)[O-]", "de_lowest_ev": 8.2879, "total_charge": 1, "homo_energy_ev": -14.22}



# 2
{"formula": "C60H137Cl3MgNO18P2", "method": "the ωB97M-V functional and the def2-TZVPD basis", "symbols": ["Mg", "C", "C", "C", "C", "P", "C", "C", "C", "C", "C", "C", "C", "C", "C", "C", "C", "C", "H", "H", "H", "H", "H", "H", "H", "H", "H", "H", "H", "H", "H", "H", "H", "H", "H", "H", "H", "H", "H", "H", "H", "H", "H", "H", "H", "H", "H", "H", "H", "H", "H", "H", "H", "H", "C", "C", "C", "C", "P", "C", "C", "C", "C", "C", "C", "C", "C", "C", "C", "C", "C", "H", "H", "H", "H", "H", "H", "H", "H", "H", "H", "H", "H", "H", "H", "H", "H", "H", "H", "H", "H", "H", "H", "H", "H", "H", "H", "H", "H", "H", "H", "H", "H", "H", "H", "H", "H", "Cl", "O", "O", "O", "O", "Cl", "O", "O", "O", "O", "Cl", "O", "O", "O", "O", "C", "C", "O", "C", "C", "H", "H", "H", "H", "H", "H", "H", "H", "H", "H", "C", "C", "O", "C", "C", "H", "H", "H", "H", "H", "H", "H", "H", "H", "H", "C", "C", "O", "C", "C", "H", "H", "H", "H", "H", "H", "H", "H", "H", "H", "C", "C", "O", "C", "C", "H", "H", "H", "H", "H", "H", "H", "H", "H", "H", "C", "C", "O", "C", "C", "H", "H", "H", "H", "H", "H", "H", "H", "H", "H", "C", "C", "O", "C", "C", "H", "H", "H", "H", "H", "H", "H", "H", "H", "H", "N", "C", "C", "C", "C", "H", "H", "H", "H", "H"], "xyz": [[0.470, -1.420, -1.917], [1.511, 9.036, 1.682], [1.359, 7.544, 1.887], [1.771, 6.791, 0.643], [1.834, 5.298, 0.833], [1.557, 4.203, -0.554], [1.310, 2.530, 0.177], [0.030, 2.431, 1.069], [0.177, 1.526, 2.321], [0.609, 2.349, 3.497], [-0.009, 4.794, -1.268], [-0.325, 3.901, -2.513], [-1.676, 4.172, -3.201], [-1.871, 3.119, -4.317], [2.876, 4.271, -1.751], [4.268, 4.670, -1.207], [5.166, 5.257, -2.309], [5.478, 4.389, -3.530], [0.889, 9.279, 0.762], [2.515, 9.204, 1.414], [1.459, 9.764, 2.459], [0.386, 7.124, 2.201], [2.030, 7.190, 2.668], [2.790, 7.156, 0.438], [1.102, 7.112, -0.162], [1.061, 4.936, 1.488], [2.764, 4.959, 1.383], [2.218, 2.367, 0.782], [1.264, 1.768, -0.589], [-0.759, 2.043, 0.460], [-0.245, 3.445, 1.307], [0.933, 0.788, 2.069], [-0.668, 0.890, 2.605], [1.384, 3.069, 3.229], [0.969, 1.760, 4.325], [-0.216, 2.973, 3.926], [0.060, 5.854, -1.512], [-0.796, 4.758, -0.484], [-0.411, 2.806, -2.267], [0.466, 3.933, -3.214], [-1.674, 5.156, -3.707], [-2.513, 4.174, -2.480], [-2.636, 3.365, -5.071], [-2.059, 2.141, -3.873], [-0.939, 3.044, -4.939], [2.480, 4.914, -2.492], [2.884, 3.268, -2.240], [4.748, 3.816, -0.766], [4.168, 5.407, -0.363], [6.122, 5.562, -1.871], [4.685, 6.146, -2.689], [4.603, 4.057, -4.109], [6.050, 3.531, -3.150], [6.056, 5.030, -4.219], [-5.356, 1.286, 7.378], [-4.386, 2.245, 6.692], [-4.098, 2.026, 5.199], [-5.087, 2.770, 4.267], [-5.117, 2.117, 2.558], [-3.389, 1.841, 2.104], [-3.111, 0.645, 1.172], [-3.793, 0.824, -0.185], [-3.100, 1.622, -1.230], [-5.906, 0.458, 2.491], [-7.309, 0.363, 3.093], [-7.906, -1.026, 3.068], [-8.460, -1.421, 1.709], [-5.990, 3.324, 1.495], [-5.154, 4.458, 0.905], [-5.989, 5.428, 0.123], [-5.072, 6.498, -0.450], [-4.896, 0.249, 7.463], [-6.276, 1.212, 6.855], [-5.562, 1.641, 8.386], [-3.409, 2.266, 7.228], [-4.736, 3.266, 6.893], [-4.135, 0.922, 5.008], [-3.078, 2.428, 4.899], [-4.807, 3.861, 4.264], [-6.077, 2.757, 4.733], [-2.817, 1.837, 3.010], [-3.152, 2.730, 1.486], [-3.384, -0.302, 1.654], [-2.015, 0.466, 1.004], [-4.701, 1.415, -0.065], [-4.179, -0.185, -0.559], [-2.777, 2.595, -0.881], [-3.827, 1.828, -2.019], [-2.278, 1.086, -1.719], [-5.243, -0.263, 3.010], [-5.933, 0.253, 1.418], [-7.977, 1.077, 2.593], [-7.307, 0.738, 4.116], [-8.747, -1.228, 3.750], [-7.157, -1.746, 3.348], [-7.780, -1.246, 0.890], [-9.387, -0.848, 1.545], [-8.655, -2.471, 1.773], [-6.757, 3.864, 2.068], [-6.491, 2.647, 0.765], [-4.354, 4.014, 0.320], [-4.608, 4.994, 1.738], [-6.749, 5.918, 0.739], [-6.519, 4.820, -0.606], [-4.259, 6.139, -1.045], [-4.748, 6.985, 0.464], [-5.561, 7.286, -0.992], [-1.083, -2.027, 0.338], [-0.626, -1.732, 1.645], [-0.250, -2.992, -0.358], [-2.501, -2.316, 0.344], [-0.938, -0.868, -0.504], [1.154, 0.636, -3.804], [0.425, 0.660, -5.025], [1.902, 1.865, -3.647], [0.165, 0.591, -2.653], [2.036, -0.509, -3.600], [2.870, -1.987, -0.726], [1.937, -0.832, -0.569], [4.151, -1.453, -0.994], [2.810, -2.756, 0.470], [2.196, -2.682, -1.831], [-3.743, -5.880, -1.134], [-2.341, -5.710, -1.656], [-2.182, -5.849, -3.087], [-2.363, -7.205, -3.496], [-1.068, -7.918, -3.910], [-3.985, -6.942, -1.024], [-3.730, -5.297, -0.183], [-4.459, -5.423, -1.778], [-1.847, -4.788, -1.422], [-1.757, -6.494, -1.150], [-2.928, -7.751, -2.771], [-3.002, -7.199, -4.399], [-0.362, -7.894, -3.040], [-0.495, -7.427, -4.706], [-1.171, -8.984, -4.126], [0.325, -2.695, 5.099], [1.497, -2.031, 4.441], [1.855, -0.848, 5.162], [3.172, -0.373, 4.829], [3.629, 0.712, 5.734], [0.505, -2.883, 6.155], [-0.630, -2.151, 4.958], [0.148, -3.719, 4.717], [2.362, -2.706, 4.392], [1.332, -1.788, 3.401], [3.835, -1.226, 4.873], [3.120, 0.020, 3.812], [3.131, 1.676, 5.532], [4.691, 0.858, 5.741], [3.308, 0.487, 6.760], [0.503, -9.130, 0.426], [0.985, -7.767, -0.004], [1.541, -7.860, -1.327], [1.954, -6.631, -1.797], [2.826, -6.802, -2.987], [-0.043, -9.110, 1.386], [-0.238, -9.512, -0.275], [1.328, -9.823, 0.383], [0.155, -7.012, -0.056], [1.735, -7.441, 0.705], [1.114, -5.932, -1.977], [2.529, -6.190, -0.997], [2.384, -7.289, -3.848], [3.686, -7.354, -2.681], [3.164, -5.849, -3.380], [8.168, -0.098, -6.216], [7.417, -0.940, -5.242], [6.096, -1.100, -5.611], [5.373, -1.842, -4.676], [4.236, -2.646, -5.333], [7.948, 0.966, -6.081], [9.210, -0.279, -5.951], [8.003, -0.530, -7.265], [7.882, -1.944, -5.106], [7.358, -0.508, -4.203], [5.953, -2.443, -4.029], [4.829, -1.204, -3.972], [3.661, -2.079, -6.047], [3.586, -3.097, -4.580], [4.639, -3.472, -5.961], [0.324, -4.215, -4.503], [-0.046, -2.816, -4.620], [-0.580, -2.387, -3.242], [-2.032, -2.525, -3.147], [-2.741, -1.291, -3.681], [-0.529, -4.719, -4.040], [0.604, -4.699, -5.460], [1.223, -4.252, -3.832], [0.815, -2.149, -4.791], [-0.758, -2.590, -5.419], [-2.287, -3.408, -3.659], [-2.153, -2.679, -2.051], [-2.580, -0.503, -2.935], [-3.797, -1.545, -3.610], [-2.388, -0.960, -4.698], [6.442, 1.221, -1.383], [6.634, 0.942, 0.075], [6.100, 2.057, 0.798], [5.934, 1.680, 2.131], [5.861, 2.879, 3.088], [7.026, 2.075, -1.731], [6.630, 0.314, -2.004], [5.400, 1.562, -1.510], [6.126, 0.007, 0.448], [7.695, 0.851, 0.428], [4.985, 1.104, 2.245], [6.797, 1.077, 2.490], [5.735, 2.417, 4.072], [4.936, 3.446, 2.937], [6.751, 3.531, 3.126], [-0.036, -5.189, 2.031], [1.004, -5.587, 2.839], [0.442, -6.180, 3.917], [-0.982, -6.234, 3.684], [-1.263, -5.621, 2.496], [0.188, -4.848, 1.128], [2.007, -5.319, 2.471], [1.086, -6.651, 4.690], [-1.661, -6.660, 4.442], [-2.131, -5.502, 1.890]], "atomic_forces_ev_per_a": [[0.69, 0.44, 0.27], [-1.24, -0.44, -2.00], [-0.14, -0.98, 1.31], [0.74, 0.82, -0.38], [1.14, -1.04, 0.95], [-0.68, -0.27, 0.55], [-0.08, 0.48, 0.69], [0.38, -0.46, -0.21], [0.56, 0.18, -0.52], [-0.40, 1.02, 0.94], [-0.32, -0.99, -0.46], [-1.95, -0.81, 1.35], [0.19, 0.56, -1.03], [0.66, 0.25, -0.53], [0.55, -1.59, 0.38], [-0.31, 0.81, 0.12], [-0.31, 0.05, -0.06], [0.08, 0.10, 0.30], [0.61, 0.36, 1.27], [1.50, -0.01, -0.91], [-1.18, 0.06, 0.97], [-0.04, 0.82, -0.09], [0.19, 0.13, 0.36], [-0.31, -0.13, -0.53], [0.23, -0.21, -0.15], [-0.68, 0.16, 0.60], [-0.73, 0.49, -0.72], [-0.14, -0.08, -0.19], [0.27, -0.12, -0.38], [-0.51, -0.18, -0.66], [-0.47, 0.31, 0.67], [0.31, -0.17, 0.04], [-0.26, 0.43, -0.44], [0.23, -0.05, -0.04], [0.21, -0.36, 0.21], [0.33, -0.41, -0.47], [0.26, -0.04, -0.29], [0.40, -0.32, -0.39], [0.47, 0.99, 0.38], [0.84, 0.29, -0.86], [0.01, -0.17, 0.46], [0.36, -0.07, -0.24], [-0.07, -0.02, 0.66], [-0.03, -0.08, -0.23], [-0.60, -0.04, 0.73], [-0.06, 1.09, -0.99], [0.12, 0.59, 0.28], [0.19, -0.62, 0.25], [0.11, -0.47, -0.91], [-0.18, 0.01, 0.08], [-0.18, 0.63, 0.06], [0.13, -0.05, 0.43], [-0.06, 0.08, -0.74], [0.08, -0.63, 0.28], [1.74, -1.11, 0.29], [0.97, 0.82, 0.67], [0.59, -0.12, -0.58], [0.17, 0.65, 0.53], [-0.18, -0.32, 1.07], [0.04, 0.53, -1.85], [0.78, -0.70, 0.11], [-1.46, -1.46, 0.34], [0.51, -0.31, -1.34], [-0.19, 0.31, 0.38], [-0.60, 1.02, 0.57], [-0.36, -0.50, -0.50], [-0.27, 0.69, 0.35], [-0.48, -0.51, 0.20], [1.03, -0.39, 1.47], [-0.03, -0.16, -0.76], [-0.82, 0.40, 0.97], [-0.63, 1.16, -0.13], [-0.97, -0.13, -0.53], [-0.02, -0.08, 0.01], [-0.57, -0.43, -0.29], [-0.14, 0.03, -0.45], [0.24, 0.79, 0.00], [-1.00, -0.80, 0.74], [-0.21, -0.95, -0.32], [-0.18, -0.18, -0.43], [0.44, 0.02, 0.34], [0.32, -0.07, 0.66], [-0.30, 0.25, -0.15], [-1.00, 0.74, 0.31], [-0.58, -0.14, 0.51], [0.82, 1.25, 0.25], [0.33, 0.20, 0.27], [0.05, 0.05, -0.14], [0.13, 0.31, 0.35], [-0.10, 0.42, -0.45], [0.15, -0.36, 0.06], [-0.01, -0.17, -0.22], [0.30, -0.08, 0.25], [0.42, 0.75, 0.24], [0.57, -0.32, 0.25], [0.26, 0.08, -0.30], [0.24, -0.38, -0.23], [-0.46, -0.64, -0.39], [-0.13, -0.76, 0.21], [0.19, 0.87, 0.03], [0.10, 0.16, -0.57], [-0.59, -0.46, -0.60], [0.07, -0.20, 0.11], [-0.18, 0.23, -0.46], [0.57, -0.38, -0.19], [0.87, 0.33, -0.07], [-0.53, 0.12, -0.46], [-1.22, -0.13, 0.63], [0.19, -0.36, 0.23], [-0.36, -1.00, 0.48], [0.87, -0.92, 0.09], [0.20, 2.34, -1.27], [0.15, 1.63, 1.56], [0.31, -0.73, 0.02], [-0.19, -0.67, -0.23], [0.61, -0.73, -0.76], [-1.01, 0.31, -0.56], [-1.93, 1.48, 1.15], [0.05, 0.37, 0.32], [0.37, -0.78, -0.55], [0.56, -0.34, -0.38], [1.04, -0.84, -0.46], [0.51, 0.69, 0.74], [0.93, -1.24, -0.78], [-0.25, -0.54, 0.80], [0.02, 0.00, -2.27], [1.29, 0.44, 1.81], [-0.11, 0.34, 0.34], [-0.46, -0.85, -0.32], [-0.61, 0.40, -0.52], [-0.14, 0.70, 0.24], [0.30, 0.12, -0.20], [-0.09, -0.48, 0.68], [0.03, 0.25, 0.34], [-0.44, -0.06, -0.48], [-0.58, -0.01, -0.08], [-0.42, 0.18, -0.20], [-0.93, -0.80, -0.15], [0.72, 0.09, 0.11], [0.40, 0.33, 0.28], [-1.13, -0.52, -0.63], [-1.39, 0.87, 1.37], [0.05, 0.45, 0.21], [0.56, -0.05, 0.19], [0.20, 0.58, -0.29], [0.01, -0.12, 0.37], [-0.46, 0.22, -0.49], [0.43, -0.25, -0.14], [0.28, -0.21, -0.43], [0.28, -0.30, -0.22], [0.59, 0.00, -0.18], [0.29, -0.16, -0.10], [-1.06, 0.08, -0.30], [-0.79, 0.21, -0.92], [-0.81, -1.29, 0.85], [-0.25, 1.03, 0.19], [0.16, 0.40, -0.77], [0.75, 0.06, -0.15], [-0.04, 0.05, -0.29], [0.26, -0.29, 0.45], [0.56, -0.56, 0.33], [0.35, 0.47, 0.10], [-0.07, -0.30, -0.08], [0.50, 0.68, 0.29], [-0.44, -0.38, 0.09], [0.72, -0.50, 0.01], [0.13, 0.38, 0.19], [0.37, -0.83, -0.79], [0.00, -0.42, 1.97], [-0.92, -0.40, -0.94], [-2.86, 0.48, -0.19], [1.26, -1.17, -0.62], [-0.09, -0.26, -0.53], [0.22, 0.35, -0.29], [0.14, 1.04, 1.37], [-0.02, 0.42, -0.25], [0.75, 0.04, -0.65], [1.16, -1.04, 0.31], [0.26, 0.66, 0.06], [-0.30, 0.66, 0.10], [0.01, 0.19, 0.02], [-0.06, 0.29, 0.51], [1.16, -1.45, 0.59], [0.20, 2.44, 0.67], [-0.08, -0.37, -2.40], [1.41, 1.05, 1.14], [0.43, -0.01, 0.54], [0.38, -0.48, -0.14], [-0.29, 0.37, 0.42], [-0.82, -0.36, -0.44], [-0.35, -0.30, 0.09], [-0.38, 0.02, 0.50], [-0.46, -1.21, -0.59], [-0.62, 0.16, -0.93], [0.07, 0.11, -0.51], [-0.24, 0.25, -0.58], [-0.56, -0.46, 1.04], [-0.48, -0.31, -0.56], [0.41, -0.35, 1.20], [0.01, -0.12, -0.17], [0.05, 0.55, 1.27], [-0.42, -0.50, 0.14], [0.39, -0.27, 0.09], [-0.14, 0.79, 0.36], [0.18, -0.54, -0.12], [0.23, 0.72, -0.75], [-0.54, -0.08, -0.69], [0.62, 0.00, -0.03], [-0.47, -0.03, -0.38], [0.14, 0.22, 0.10], [0.28, 0.24, -0.19], [-0.41, -0.32, -0.32], [0.31, -0.38, -0.16], [-0.38, 1.19, -1.29], [0.63, -1.20, 0.72], [-0.02, -0.63, 1.81], [1.77, 0.11, 0.15], [-0.34, 0.51, -0.83], [-0.53, -0.38, 0.73], [-1.11, 0.44, -0.35], [0.23, 0.30, -0.88], [-0.49, 0.14, 0.04]], "multiplicity": 1, "total_charge": 1, "homo_energy_ev": -9.56}



Record order is preserved below.
M: 234.0 1353.4 g mol⁻¹
Record order is preserved below.
LUMO: -5.97 -2.09 eV